{"formula": "H4NO2P2", "method": "ωB97M-V/def2-TZVPD", "orbital_gap_ev": 8.77, "e_homo_ha": -0.15861, "e_tot_ha": -890.41582, "total_charge": -1, "e_above_lowest_kcal_mol": 40.3, "spin_multiplicity": 1, "e_lumo_ev": 4.45, "elements": ["N", "O", "O", "P", "P", "H", "H", "H", "H"], "coordinates": [[0.881507, 0.913022, 0.855199], [1.600675, -1.751363, 0.344123], [1.181453, 0.260336, -1.617414], [-1.465172, -0.710563, -0.283887], [0.765641, -0.315689, -0.297838], [1.388438, 0.250461, 1.514373], [1.411579, 1.653491, 0.500637], [-1.426718, -1.633978, -1.273044], [-1.479659, 0.476076, -0.951227]], "atomic_forces_ev_per_a": [[-0.5923, -3.1557, 2.0033], [-3.3342, 5.5238, -2.0402], [-0.3212, -0.2871, 0.1808], [0.9005, 0.0093, 2.5249], [2.8418, -5.3253, 0.5519], [-0.2574, 1.8808, -0.1419], [1.2555, 1.0967, -0.4351], [0.0365, -0.5747, -1.4783], [-0.5294, 0.8322, -1.1655]], "nbo_charge": [-1.230, -1.173, -1.167, -0.149, 1.964, 0.408, 0.382, -0.020, -0.014]}